[1]
The following is a quantum chemistry calculation of a cluster of 2 separate species, C5H14 in total in a non-equilibrium geometry, from OMol25.

The geometry in ORCA input format:
```
! wB97M-V def2-TZVPD RIJCOSX def2/J DEFGRID3
* xyz 0 1
C -0.395 -0.081 -1.504
C 0.229 1.344 -1.652
C 1.253 1.719 -0.585
H -1.388 0.036 -1.065
H 0.297 -0.561 -0.815
H -0.583 -0.614 -2.427
H 0.660 1.327 -2.667
H -0.559 2.089 -1.643
H 1.491 2.787 -0.658
H 0.793 1.577 0.401
H 2.114 1.038 -0.632
C -1.138 -1.033 1.508
C 0.186 -1.672 1.823
H -1.447 -1.078 0.479
H -1.885 -1.467 2.192
H -1.176 0.048 1.705
H 0.471 -1.448 2.854
H 0.927 -1.289 1.094
H 0.148 -2.723 1.592
*
```

As for the total energy: -5411.5033 eV. The HOMO energy comes out at -11.020 eV. The value obtained for the molar mass is 74.2 g/mol. The calculation puts the energy relative to the best compared isomer or geometry (same formula, charge and spin) at 52.7 kJ/mol. As for the HOMO-LUMO gap: 12.2155 eV. The structure (SMILES) is CCC.CC.

---

[2]
The following is a quantum chemistry calculation of a structure of composition C31H33InN4S5Si, from OMol25.

The geometry in ORCA input format:
```
! wB97M-V def2-TZVPD RIJCOSX def2/J DEFGRID3
* xyz 0 1
In 0.119 1.493 -1.086
N 2.040 3.111 3.115
C 2.643 1.885 3.488
C 2.638 1.451 4.803
C 3.220 0.233 5.128
C 3.767 -0.566 4.137
C 3.737 -0.143 2.814
C 3.204 1.097 2.494
S 3.211 1.707 0.840
N 1.751 2.596 0.826
C 1.385 3.185 1.893
C 0.152 4.032 1.877
C 0.096 5.219 2.601
C -1.070 5.965 2.552
C -2.127 5.500 1.790
C -1.967 4.313 1.092
N -0.853 3.587 1.129
H 1.536 3.553 3.869
H 2.185 2.066 5.573
H 3.230 -0.094 6.159
H 4.207 -1.522 4.386
H 4.138 -0.770 2.027
H 0.958 5.566 3.156
H -1.145 6.899 3.091
H -3.056 6.049 1.721
H -2.763 3.931 0.462
C -0.281 0.190 0.591
Si -0.734 -1.475 -0.050
C -1.841 -1.059 -1.537
N -1.186 -0.164 -2.516
C -0.248 -0.961 -3.360
C -0.090 -0.359 -4.743
C -1.408 -0.444 -5.525
C -2.601 -0.313 -4.565
C -2.191 0.531 -3.368
C 0.791 -2.429 -0.572
C 0.678 -3.719 -1.100
C 1.789 -4.400 -1.575
C 3.041 -3.799 -1.533
C 3.176 -2.523 -1.007
C 2.060 -1.849 -0.529
C -1.745 -2.536 1.126
C -1.155 -3.578 1.845
C -1.887 -4.334 2.750
C -3.232 -4.062 2.955
C -3.840 -3.030 2.253
C -3.100 -2.278 1.352
H 0.582 0.208 1.256
H -1.128 0.639 1.118
H -2.695 -0.519 -1.111
H -2.252 -1.952 -2.028
H -0.635 -1.986 -3.447
H 0.715 -1.028 -2.856
H 0.713 -0.883 -5.263
H 0.235 0.678 -4.639
H -1.470 -1.388 -6.070
H -1.441 0.355 -6.269
H -2.931 -1.297 -4.220
H -3.459 0.142 -5.064
H -3.040 0.785 -2.733
H -1.762 1.472 -3.712
H -0.293 -4.202 -1.141
H 1.680 -5.397 -1.982
H 3.907 -4.327 -1.911
H 4.148 -2.045 -0.979
H 2.187 -0.845 -0.133
H -0.107 -3.807 1.693
H -1.408 -5.137 3.295
H -3.806 -4.653 3.658
H -4.889 -2.813 2.408
H -3.597 -1.474 0.819
S 2.164 1.371 -2.472
S 2.076 3.295 -3.253
S 0.124 3.492 -3.813
S -0.846 3.565 -1.979
*
```

As for the total energy: -105874.1551 eV. The HOMO energy comes out at -7.383 eV. The value obtained for the molar mass is 764.9 g/mol. The calculation puts the energy relative to the best compared isomer or geometry (same formula, charge and spin) at 0.0 kJ/mol. As for the HOMO-LUMO gap: 7.4811 eV.

---

[3]
The following is a quantum chemistry calculation of the molecule C8H11N2O2P in a non-equilibrium geometry, from OMol25.

The geometry in ORCA input format:
```
! wB97M-V def2-TZVPD RIJCOSX def2/J DEFGRID3
* xyz 0 1
C -3.570 0.993 0.904
C -3.623 -0.294 1.474
C -2.737 1.340 -0.211
C -2.837 -1.288 0.931
C -0.635 0.198 -0.541
C 1.361 -2.029 0.183
C 1.333 2.124 -0.660
C 2.039 -0.786 -0.342
N -1.673 0.730 -0.371
N -2.610 -2.390 0.669
O -2.389 -3.410 0.121
O 0.866 0.654 1.653
P 0.908 0.549 0.210
H -4.024 1.820 1.426
H -4.048 -0.493 2.404
H -2.983 2.064 -0.940
H 0.413 -2.125 -0.123
H 2.032 -2.810 -0.048
H 1.331 -2.090 1.311
H 0.808 2.815 0.062
H 0.617 2.201 -1.482
H 2.292 2.541 -0.971
H 2.014 -0.846 -1.416
H 3.120 -0.614 0.016
*
```

As for the total energy: -24832.5643 eV. The HOMO energy (alpha / beta) comes out at -7.932 / -7.933 eV. The value obtained for the molar mass is 198.2 g/mol. The calculation puts the energy relative to the best compared isomer or geometry (same formula, charge and spin) at 477.2 kJ/mol. As for the HOMO-LUMO gap (alpha / beta): 7.7520 / 7.7525 eV.

---

[4]
The following is a quantum chemistry calculation of a structure of composition C9H17N6O14P2PtS2, from OMol25.

The geometry in ORCA input format:
```
! wB97M-V def2-TZVPD RIJCOSX def2/J DEFGRID3
* xyz 1 1
Pt -0.411 0.948 -0.154
O -2.305 3.294 1.749
S -1.763 2.013 2.024
O -1.965 1.376 3.276
O -0.278 1.888 1.587
C -2.374 0.843 0.684
C -2.806 -0.396 1.271
C -3.984 -0.980 0.888
C -4.768 -0.362 -0.086
C -4.352 0.795 -0.756
C -3.178 1.383 -0.388
S -2.480 2.641 -1.465
O -2.470 2.003 -2.753
O -3.113 3.896 -1.301
O -1.035 2.691 -0.900
H -2.222 -0.808 2.084
H -4.315 -1.897 1.354
H -5.714 -0.811 -0.364
H -4.926 1.187 -1.586
N 3.126 -2.406 2.585
C 2.583 -1.719 1.344
C 2.650 -2.721 0.198
P 3.503 -0.153 0.992
O 4.931 -0.627 1.558
O 3.507 0.043 -0.494
O 2.911 0.960 1.797
P 0.823 -1.428 1.847
O 0.920 -0.418 3.048
O 0.327 -2.749 2.270
O 0.071 -0.811 0.645
H 4.013 -2.869 2.385
H 2.408 -3.085 2.884
H 3.282 -1.740 3.344
H 3.685 -2.968 -0.046
H 2.205 -2.281 -0.690
H 2.098 -3.628 0.451
H 5.597 0.071 1.611
H 1.502 0.355 2.814
N 1.437 1.550 -0.944
N 1.290 1.552 -2.349
C 0.369 0.759 -2.912
N 0.313 0.667 -4.222
N -0.412 0.107 -2.016
N -1.389 -0.800 -2.433
O -2.141 -1.162 -1.570
O -1.424 -1.134 -3.598
H 1.550 2.511 -0.619
H 2.307 0.971 -0.710
H 1.857 2.185 -2.891
H 0.960 1.174 -4.801
H -0.401 0.088 -4.639
*
```

As for the total energy: -90703.3786 eV. The HOMO energy comes out at -13.302 eV. The value obtained for the molar mass is 754.4 g/mol. The calculation puts the energy relative to the best compared isomer or geometry (same formula, charge and spin) at 0.0 kJ/mol. As for the HOMO-LUMO gap: 7.4594 eV.

---

[5]
The following is a quantum chemistry calculation of the ion C11H20N3 with charge +1 in a non-equilibrium geometry, from OMol25.

The geometry in ORCA input format:
```
! wB97M-V def2-TZVPD RIJCOSX def2/J DEFGRID3
* xyz 1 1
C 0.443 2.241 0.973
N 0.105 1.015 0.810
C -0.722 0.321 1.758
C -2.079 0.070 0.937
N -2.114 -0.864 -0.194
C -3.037 -0.384 -1.220
C -2.403 -2.238 0.159
C 0.518 0.400 -0.409
C 0.525 1.279 -1.694
C 1.992 0.057 -0.203
C 3.194 0.827 -0.333
C 4.220 -0.050 -0.037
N 3.696 -1.193 0.371
C 2.310 -1.152 0.299
H 0.212 2.687 2.010
H 1.030 2.727 0.151
H -0.750 0.764 2.756
H -0.296 -0.729 1.717
H -2.884 -0.266 1.668
H -2.469 1.106 0.619
H -2.539 0.346 -1.862
H -3.933 0.208 -0.843
H -3.403 -1.120 -1.908
H -1.958 -2.569 1.076
H -3.517 -2.390 0.217
H -2.162 -2.901 -0.703
H -0.061 -0.548 -0.598
H -0.239 1.925 -1.568
H 0.370 0.681 -2.585
H 1.492 1.709 -1.699
H 3.524 1.681 -0.809
H 5.205 0.339 -0.165
H 4.142 -2.070 0.656
H 1.590 -1.907 0.653
*
```

As for the total energy: -16192.3673 eV. The HOMO energy comes out at -11.802 eV. The value obtained for the molar mass is 194.3 g/mol. The calculation puts the energy relative to the best compared isomer or geometry (same formula, charge and spin) at 280.4 kJ/mol. As for the HOMO-LUMO gap: 7.8188 eV. The structure (SMILES) is C=[N+](CCN(C)C)[C@@H](C)c1cc[nH]c1.

---

[6]
The following is a quantum chemistry calculation of the ion CH4N2O3P with charge -1 in a non-equilibrium geometry, from OMol25.

The geometry in ORCA input format:
```
! wB97M-V def2-TZVPD RIJCOSX def2/J DEFGRID3
* xyz -1 1
N 0.453 1.510 -1.031
C 0.588 0.788 0.213
O 1.382 1.091 1.075
P -0.113 -0.836 -0.279
N -1.074 -1.376 1.005
O 1.001 -1.800 -0.379
O -0.944 -0.552 -1.486
H 1.005 2.314 -1.117
H -0.099 0.910 -1.639
H -0.504 -1.906 1.680
H -1.521 -0.547 1.314
*
```

As for the total energy: -19517.3135 eV. The HOMO energy comes out at -4.769 eV. The value obtained for the molar mass is 123.0 g/mol. The calculation puts the energy relative to the best compared isomer or geometry (same formula, charge and spin) at 55.8 kJ/mol. As for the HOMO-LUMO gap: 8.9960 eV. The structure (SMILES) is NC(=O)[P@](N)(=O)[O-].

---

[7]
The following is a quantum chemistry calculation of a structure of composition C27H33NO3OsS2, from OMol25.

The geometry in ORCA input format:
```
! wB97M-V def2-TZVPD RIJCOSX def2/J DEFGRID3
* xyz 2 1
Os 0.108 0.256 -0.822
O -0.991 -1.423 -0.079
S -1.210 -2.940 -0.203
C -0.629 -3.654 1.356
C 0.684 -3.112 1.924
C 0.466 -1.998 2.959
C 1.717 -1.151 3.205
S 1.852 0.290 2.103
O 1.215 -0.304 0.828
C 0.667 1.386 2.831
C 1.193 2.394 3.628
C 0.330 3.300 4.227
C -1.036 3.204 4.002
C -1.549 2.200 3.189
C -0.698 1.278 2.602
C -0.035 -3.542 -1.378
C -0.505 -4.558 -2.201
C 0.350 -5.115 -3.143
C 1.649 -4.644 -3.260
C 2.104 -3.618 -2.439
C 1.266 -3.060 -1.488
H -0.583 -4.722 1.128
H -1.471 -3.507 2.037
H 1.326 -2.759 1.121
H 1.216 -3.943 2.391
H 0.164 -2.441 3.910
H -0.358 -1.359 2.644
H 2.635 -1.720 3.044
H 1.759 -0.733 4.211
H 2.264 2.474 3.777
H 0.725 4.085 4.857
H -1.707 3.918 4.461
H -2.615 2.134 3.019
H -1.098 0.495 1.969
H -1.526 -4.909 -2.114
H -0.004 -5.908 -3.786
H 2.314 -5.078 -3.995
H 3.124 -3.267 -2.529
H 1.626 -2.269 -0.842
C -1.094 1.435 -3.353
N -1.524 0.685 -2.139
C -2.316 -0.483 -2.595
C -2.393 1.587 -1.311
C -1.514 2.608 -0.651
C -1.972 3.859 -0.264
C -1.087 4.739 0.340
C 0.240 4.388 0.543
C 0.688 3.134 0.153
C -0.195 2.218 -0.416
H -1.975 1.718 -3.931
H -0.460 0.792 -3.960
H -0.548 2.327 -3.059
H -3.123 -0.142 -3.245
H -2.740 -0.998 -1.739
H -1.668 -1.157 -3.154
H -2.905 0.956 -0.578
H -3.159 2.041 -1.945
H -2.999 4.150 -0.443
H -1.425 5.723 0.638
H 0.928 5.096 0.991
H 2.509 3.463 0.676
C 2.451 0.691 -2.853
C 1.359 0.533 -1.907
O 1.986 2.737 0.312
H 2.387 1.682 -3.307
H 2.412 -0.076 -3.628
H 3.401 0.613 -2.318
*
```

As for the total energy: -60289.3046 eV. The HOMO energy comes out at -13.765 eV. The value obtained for the molar mass is 673.9 g/mol. The calculation puts the energy relative to the best compared isomer or geometry (same formula, charge and spin) at 0.0 kJ/mol. As for the HOMO-LUMO gap: 8.0289 eV.

---

[8]
The following is a quantum chemistry calculation of a cluster of 2 separate species, CH3N2O2S in total in a non-equilibrium geometry, from OMol25.

The geometry in ORCA input format:
```
! wB97M-V def2-TZVPD RIJCOSX def2/J DEFGRID3
* xyz 1 3
C -1.128 1.228 -1.891
N -0.600 0.580 -1.091
N -0.074 -0.570 1.463
O 1.174 -2.067 -0.074
O 2.160 0.191 0.344
S 1.171 -0.772 0.452
H -1.717 1.944 -2.400
H -0.901 -0.656 0.955
H -0.085 0.122 2.242
*
```

As for the total energy: -18980.5871 eV. The HOMO energy (alpha / beta) comes out at -12.905 / -17.420 eV. The value obtained for the molar mass is 107.1 g/mol. The calculation puts the energy relative to the best compared isomer or geometry (same formula, charge and spin) at 306.9 kJ/mol. As for the HOMO-LUMO gap (alpha / beta): 7.4556 / 6.4043 eV.